Molecular formula: C56H53Cl2F8N5O2
Method: DFT, the ωB97M-V functional and the def2-TZVPD basis

Output
**DFT total energy**: -117252.8555 eV

Geometry (Å):
C  -0.353  1.410  -0.320
C  -1.075  1.936  1.060
N  -0.097  2.242  2.193
C  0.644  3.545  1.965
N  0.562  4.489  0.786
C  1.538  5.615  1.130
N  1.756  6.651  0.270
C  2.700  7.813  0.415
O  4.033  7.723  0.250
O  2.077  9.136  0.755
N  2.187  5.432  2.468
C  3.158  6.214  3.302
Cl  4.877  5.489  2.990
C  2.932  6.042  4.951
C  1.353  6.234  5.401
Cl  3.754  4.537  5.657
N  1.647  4.195  2.891
H  -0.970  1.838  -1.241
H  0.753  1.773  -0.465
H  -0.366  0.232  -0.420
H  -1.750  2.874  0.848
H  -1.754  1.046  1.462
H  0.652  1.495  2.093
H  1.180  6.634  -0.626
H  3.184  7.369  3.120
H  3.506  6.979  5.420
H  0.635  5.396  5.012
H  0.993  7.240  4.867
H  1.266  6.436  6.551
H  1.837  3.651  3.760
F  9.366  5.211  -3.212
C  8.130  5.101  -2.709
C  7.450  6.247  -2.310
C  6.160  6.134  -1.791
C  5.568  4.874  -1.667
C  6.261  3.730  -2.065
C  7.546  3.844  -2.595
H  7.928  7.216  -2.407
H  5.617  7.024  -1.484
H  4.564  4.786  -1.258
H  5.800  2.750  -1.964
H  8.096  2.966  -2.918
F  -1.956  -0.780  -1.333
C  -1.777  -2.077  -1.615
C  -0.815  -2.802  -0.920
C  -0.632  -4.154  -1.210
C  -1.406  -4.764  -2.201
C  -2.364  -4.026  -2.897
C  -2.555  -2.677  -2.599
H  -0.218  -2.310  -0.159
H  0.111  -4.732  -0.666
H  -1.259  -5.817  -2.430
H  -2.962  -4.502  -3.670
H  -3.302  -2.091  -3.124
F  -4.718  -0.854  -3.665
C  -5.563  -0.959  -4.700
C  -6.038  0.194  -5.315
C  -6.914  0.084  -6.395
C  -7.314  -1.178  -6.841
C  -6.835  -2.329  -6.214
C  -5.950  -2.220  -5.141
H  -5.724  1.166  -4.949
H  -7.286  0.979  -6.888
H  -8.000  -1.263  -7.681
H  -7.150  -3.310  -6.560
H  -5.562  -3.104  -4.647
F  7.757  0.858  -0.908
C  9.020  0.468  -1.126
C  9.275  -0.847  -1.500
C  10.590  -1.252  -1.733
C  11.636  -0.340  -1.577
C  11.370  0.976  -1.196
C  10.055  1.384  -0.974
H  8.450  -1.544  -1.608
H  10.799  -2.275  -2.033
H  12.661  -0.657  -1.754
H  12.187  1.684  -1.071
H  9.829  2.405  -0.686
F  -4.218  1.990  -6.656
C  -3.292  1.669  -7.570
C  -2.239  2.544  -7.812
C  -1.272  2.208  -8.760
C  -1.374  1.005  -9.462
C  -2.438  0.136  -9.215
C  -3.399  0.467  -8.259
H  -2.180  3.478  -7.263
H  -0.440  2.882  -8.951
H  -0.622  0.746  -10.204
H  -2.518  -0.798  -9.765
H  -4.227  -0.202  -8.048
F  0.740  2.400  11.152
C  1.918  2.345  10.516
C  2.031  2.878  9.237
C  3.259  2.825  8.577
C  4.358  2.230  9.200
C  4.233  1.693  10.483
C  3.009  1.756  11.147
H  1.164  3.329  8.765
H  3.359  3.245  7.579
H  5.314  2.185  8.684
H  5.089  1.227  10.964
H  2.896  1.353  12.148
F  -5.227  -5.800  -2.809
C  -5.223  -6.264  -1.552
C  -6.064  -7.317  -1.209
C  -6.057  -7.804  0.098
C  -5.216  -7.224  1.051
C  -4.380  -6.164  0.698
C  -4.379  -5.685  -0.611
H  -6.716  -7.750  -1.961
H  -6.705  -8.632  0.374
H  -5.215  -7.601  2.072
H  -3.729  -5.712  1.443
H  -3.729  -4.868  -0.905
F  -5.615  -9.084  3.540
C  -6.852  -9.193  4.043
C  -7.532  -8.048  4.442
C  -8.822  -8.161  4.961
C  -9.414  -9.421  5.085
C  -8.721  -10.565  4.687
C  -7.436  -10.450  4.157
H  -7.054  -7.079  4.345
H  -9.365  -7.271  5.269
H  -10.418  -9.509  5.494
H  -9.182  -11.544  4.788
H  -6.886  -11.328  3.834

=====

Molecular formula: C56H53CsN12O5S3
Method: DFT, the ωB97M-V functional and the def2-TZVPD basis

Output
**Energy above the lowest of the compared OMol25 structures with the same formula, charge and spin**: 24.7 kJ/mol
**DFT total energy**: -120108.0579 eV
**Net charge**: -2

Geometry (Å):
Cs  0.505  0.115  -0.876
C  0.173  -5.989  -1.890
N  -0.624  -4.783  -1.710
C  -0.454  -3.767  -0.848
N  -1.353  -2.836  -1.070
C  -2.069  -3.334  -2.113
N  -1.668  -4.518  -2.535
C  0.318  -6.786  -0.616
C  -0.592  -7.785  -0.298
C  -0.456  -8.507  0.879
C  0.585  -8.236  1.752
C  1.493  -7.231  1.445
C  1.359  -6.514  0.262
C  2.587  -6.929  2.370
N  2.956  -7.563  3.424
N  4.036  -6.858  3.947
C  4.229  -5.856  3.164
O  3.350  -5.843  2.141
C  5.219  -4.783  3.259
C  6.178  -4.811  4.261
C  7.098  -3.778  4.347
C  7.059  -2.726  3.445
C  6.097  -2.694  2.442
C  6.074  -1.527  1.476
N  4.964  -1.566  0.552
C  3.696  -1.183  0.757
N  2.984  -1.405  -0.327
C  3.892  -1.941  -1.189
N  5.108  -2.071  -0.698
C  5.181  -3.728  2.353
H  1.157  -5.715  -2.273
H  -0.342  -6.563  -2.652
H  0.314  -3.736  -0.085
H  -2.885  -2.804  -2.583
H  -1.413  -7.993  -0.975
H  -1.171  -9.284  1.118
H  0.702  -8.786  2.677
H  2.079  -5.738  0.027
H  6.185  -5.636  4.963
H  7.848  -3.789  5.130
H  7.778  -1.917  3.524
H  6.978  -1.522  0.872
H  6.031  -0.587  2.024
H  3.344  -0.756  1.687
H  3.651  -2.228  -2.202
H  4.416  -3.716  1.587
O  1.596  0.688  2.958
H  1.952  1.379  2.377
H  0.695  0.977  3.185
O  1.017  -2.048  2.470
H  0.077  -2.029  2.680
H  1.321  -1.149  2.700
O  -0.301  3.213  -3.394
H  -0.643  2.324  -3.629
H  -0.669  3.353  -2.511
O  2.370  2.244  -3.076
H  2.789  2.649  -2.303
H  1.541  2.733  -3.218
N  -3.188  -0.190  0.591
C  -4.547  -0.345  0.697
C  -5.263  -1.167  -0.184
C  -6.627  -1.354  -0.027
C  -7.321  -0.728  1.004
C  -6.616  0.097  1.876
C  -5.252  0.290  1.732
H  -2.760  -0.500  -0.266
H  -2.743  0.632  1.016
H  -4.736  -1.644  -1.003
H  -7.159  -1.983  -0.730
H  -8.386  -0.885  1.129
H  -7.141  0.604  2.679
H  -4.706  0.931  2.418
C  -5.621  1.031  -4.270
C  -5.021  1.490  -3.074
C  -3.694  1.250  -2.838
C  -2.879  0.535  -3.760
C  -1.494  0.288  -3.454
C  -0.808  -0.431  -4.418
C  -1.401  -0.912  -5.619
C  -2.718  -0.664  -5.888
C  -3.501  0.072  -4.959
C  -4.877  0.342  -5.189
H  -6.672  1.226  -4.455
H  -5.615  2.029  -2.344
H  -3.230  1.604  -1.923
H  0.254  -0.654  -4.272
H  -0.804  -1.479  -6.330
H  -3.182  -1.019  -6.806
H  -5.332  -0.016  -6.110
C  -1.602  1.130  5.844
C  -1.682  2.453  5.407
C  -1.697  2.781  4.064
C  -1.629  1.780  3.048
C  -1.535  0.438  3.524
C  -1.528  0.133  4.876
N  -1.566  2.005  1.721
C  -1.880  3.244  1.186
C  -3.087  3.918  1.450
C  -3.399  5.117  0.826
C  -2.523  5.696  -0.087
C  -1.325  5.045  -0.362
C  -1.015  3.842  0.257
H  -1.596  0.887  6.899
H  -1.723  3.253  6.141
H  -1.740  3.821  3.765
H  -1.503  -0.352  2.780
H  -1.466  -0.907  5.182
H  -3.788  3.469  2.147
H  -4.341  5.605  1.051
H  -2.765  6.633  -0.573
H  -0.619  5.491  -1.051
H  -0.068  3.350  0.065
S  4.003  8.245  0.877
C  3.649  6.707  0.318
S  4.169  5.306  1.192
C  3.435  4.220  0.004
N  2.875  4.893  -0.947
N  2.994  6.272  -0.783
C  2.371  7.042  -1.824
C  2.495  8.426  -1.909
C  1.868  9.114  -2.942
C  1.119  8.447  -3.898
C  1.005  7.066  -3.816
C  1.624  6.366  -2.796
S  3.532  2.525  0.115
H  3.070  8.964  -1.173
H  1.971  10.191  -2.988
H  0.633  8.996  -4.697
H  0.425  6.514  -4.548
H  1.537  5.293  -2.749

=====

Molecular formula: C56H55BiBrN3OP3Si
Method: DFT, the ωB97M-V functional and the def2-TZVPD basis

Output
**Energy above the lowest of the compared OMol25 structures with the same formula, charge and spin**: 0.0 kJ/mol
**DFT total energy**: -177108.5635 eV
**Net charge**: +1

Geometry (Å):
Bi  -0.427  0.307  -0.717
C  -2.327  3.072  -1.391
P  -0.499  2.969  -1.382
C  0.063  3.465  -3.021
C  1.191  2.866  -3.570
C  1.641  3.239  -4.828
C  0.956  4.207  -5.546
C  -0.174  4.810  -5.004
C  -0.618  4.445  -3.743
C  0.118  4.203  -0.215
C  1.262  4.940  -0.524
C  1.813  5.797  0.416
C  1.228  5.923  1.669
C  0.086  5.198  1.977
C  -0.467  4.332  1.047
C  -2.832  2.335  -0.185
C  -3.941  2.533  0.596
C  -3.838  1.637  1.697
C  -2.663  0.937  1.546
C  -1.971  -0.022  2.470
P  -0.171  0.395  2.507
C  0.591  -0.886  3.556
C  0.105  -1.202  4.823
C  0.750  -2.148  5.603
C  1.892  -2.782  5.128
C  2.389  -2.468  3.873
C  1.739  -1.522  3.093
C  -0.069  1.843  3.623
C  -1.172  2.489  4.175
C  -0.994  3.533  5.075
C  0.282  3.944  5.427
C  1.387  3.317  4.866
C  1.211  2.275  3.972
N  -2.052  1.354  0.384
H  -2.646  2.619  -2.332
H  -2.652  4.113  -1.366
H  1.716  2.102  -3.011
H  2.520  2.768  -5.250
H  1.299  4.495  -6.530
H  -0.708  5.564  -5.565
H  -1.495  4.923  -3.324
H  1.722  4.847  -1.500
H  2.696  6.371  0.167
H  1.657  6.594  2.402
H  -0.373  5.292  2.952
H  -1.349  3.761  1.308
H  -4.720  3.258  0.421
H  -4.524  1.547  2.525
H  -2.032  -1.061  2.129
H  -2.418  0.023  3.465
H  -0.772  -0.696  5.212
H  0.365  -2.388  6.586
H  2.394  -3.521  5.739
H  3.277  -2.960  3.499
H  2.126  -1.273  2.110
H  -2.176  2.182  3.916
H  -1.860  4.018  5.509
H  0.418  4.751  6.136
H  2.386  3.630  5.141
H  2.078  1.759  3.570
N  -2.632  -1.322  -0.808
C  -2.964  -2.718  -0.635
C  -4.201  -3.194  -1.056
C  -4.521  -4.533  -0.910
C  -3.605  -5.405  -0.339
C  -2.374  -4.933  0.082
C  -2.033  -3.586  -0.062
P  -0.414  -2.916  0.476
C  0.651  -3.229  -0.980
C  1.935  -2.678  -0.949
C  2.846  -2.940  -1.963
C  2.470  -3.732  -3.040
C  1.186  -4.255  -3.098
C  0.283  -4.010  -2.073
C  0.134  -4.212  1.641
C  -0.521  -4.263  2.873
C  -0.171  -5.211  3.818
C  0.857  -6.108  3.555
C  1.525  -6.052  2.342
C  1.163  -5.111  1.385
H  -3.228  -0.747  -0.212
H  -2.822  -1.024  -1.762
H  -4.910  -2.506  -1.500
H  -5.485  -4.895  -1.242
H  -3.850  -6.453  -0.222
H  -1.663  -5.616  0.529
H  2.232  -2.062  -0.105
H  3.847  -2.530  -1.914
H  3.176  -3.936  -3.835
H  0.888  -4.865  -3.941
H  -0.709  -4.443  -2.116
H  -1.315  -3.557  3.092
H  -0.693  -5.244  4.766
H  1.135  -6.848  4.294
H  2.326  -6.748  2.131
H  1.684  -5.091  0.436
Br  5.852  0.062  -2.613
C  4.627  0.827  -1.404
C  5.049  1.691  -0.407
C  4.094  2.219  0.446
C  2.766  1.862  0.271
N  2.369  1.031  -0.693
C  3.282  0.522  -1.518
H  6.095  1.946  -0.307
H  4.371  2.905  1.235
H  1.994  2.259  0.920
H  2.931  -0.149  -2.295
C  -2.210  -1.758  -4.236
Si  -1.135  -0.230  -4.104
C  -1.629  1.022  -5.393
C  0.654  -0.745  -4.321
O  -1.341  0.445  -2.616
H  -2.101  -2.213  -5.224
H  -3.270  -1.525  -4.107
H  -1.935  -2.515  -3.496
H  -1.493  0.631  -6.404
H  -1.029  1.931  -5.300
H  -2.680  1.299  -5.284
H  0.779  -1.342  -5.228
H  0.990  -1.368  -3.484
H  1.321  0.117  -4.403